# 1
{"formula": "C6H10BrN", "method": "ωB97M-V with the def2-TZVPD basis set", "energy_ev": -77911.0823, "homo_energy_ev": [-5.53, -9.56], "homo_lumo_gap_ev": [6.325, 6.944], "multiplicity": 3, "e_lumo_ev": [0.80, -2.61], "elements": ["Br", "N", "C", "C", "C", "C", "C", "C", "H", "H", "H", "H", "H", "H", "H", "H", "H", "H"], "coordinates": [[-3.143264, -0.321641, -0.246258], [-0.624171, 2.263725, 0.617616], [-1.534268, 1.880787, -0.197269], [0.273727, 1.185951, 1.018446], [-0.309728, -1.333072, 0.856068], [-0.086709, -0.015226, 0.132072], [-1.537661, 0.532621, -0.676950], [0.853578, -0.220973, -0.963544], [-1.297460, 0.196578, -1.675191], [-0.058723, 1.007357, 2.012867], [-2.135906, 2.628325, -0.581885], [-1.121830, -1.158956, 1.580594], [0.838423, 0.600635, -1.751137], [0.480484, -1.192765, -1.547683], [1.875552, -0.434710, -0.600684], [0.538879, -1.584556, 1.510448], [1.238543, 1.523242, 0.854340], [-0.621536, -2.112483, 0.187380]], "forces_ev_per_a": [[-1.987, -1.341, 0.488], [3.219, -1.530, 0.908], [-3.008, 0.960, -2.778], [-1.952, 0.584, 0.861], [-0.434, 1.472, 2.002], [-2.994, 0.398, -0.684], [4.221, -0.805, 1.638], [0.644, -1.530, -3.358], [-0.403, 0.631, -0.601], [0.854, -0.673, 1.298], [-1.588, 1.196, -0.838], [0.019, -0.298, -0.239], [0.323, -0.790, 1.123], [0.992, 1.960, 1.069], [-0.319, 0.211, -0.328], [0.065, -0.253, -0.624], [2.203, 0.218, 0.325], [0.146, -0.409, -0.262]]}



# 2
{"formula": "C6H10BrN2", "method": "ωB97M-V with the def2-TZVPD basis set", "energy_ev": -79398.4973, "homo_energy_ev": -13.70, "e_above_lowest_ev": 1.225, "homo_lumo_gap_ev": 9.697, "smiles": "CC1=N[C@]([NH3+])(Br)CC=C1", "e_lumo_ev": -4.00, "total_charge": 1, "elements": ["Br", "N", "N", "C", "C", "C", "C", "C", "C", "H", "H", "H", "H", "H", "H", "H", "H", "H", "H"], "coordinates": [[-0.090192, -0.633554, 2.654353], [-0.829162, 0.335318, 0.013445], [-1.658371, -1.624781, 0.667688], [1.887272, -0.439756, -0.196750], [-0.333908, -0.920328, 0.649105], [-0.389935, 2.552487, -0.828421], [0.042864, 1.184207, -0.470526], [1.492192, 0.826828, -0.317363], [0.787903, -1.519774, -0.038999], [-2.184785, -1.203475, -0.157820], [1.200015, -2.436120, 0.352944], [-0.531306, 3.052732, 0.187964], [-2.336660, -1.526887, 1.548048], [0.316312, 3.148845, -1.509624], [2.089208, 1.773435, -0.394717], [-1.260040, 2.510117, -1.418108], [0.517491, -1.780937, -1.000926], [-1.632642, -2.704027, 0.613764], [2.913744, -0.594331, -0.354057]], "forces_ev_per_a": [[0.466, -0.032, -1.031], [0.996, 0.298, -0.287], [-3.024, -3.055, 0.285], [-1.873, 0.980, -0.050], [-2.401, 3.155, 1.588], [1.676, 1.246, -0.039], [0.593, -2.310, 2.437], [-0.788, 2.206, -0.616], [2.851, 0.212, 0.696], [0.572, -0.740, 1.043], [0.029, -0.167, 0.716], [-0.003, -0.259, -1.549], [2.261, 0.619, -1.951], [-0.520, -1.005, 1.437], [0.204, -1.572, -0.072], [-1.594, 0.036, -0.157], [-0.950, -0.495, -2.426], [0.354, 1.920, -0.337], [1.149, -1.037, 0.314]]}



# 3
{"formula": "C6H10Cl2N2O", "method": "ωB97M-V with the def2-TZVPD basis set", "energy_ev": -36449.1741, "homo_energy_ev": [-6.04, -9.24], "e_above_lowest_ev": 1.945, "homo_lumo_gap_ev": [6.404, 7.680], "multiplicity": 3, "e_lumo_ev": [0.36, -1.56], "elements": ["Cl", "Cl", "O", "N", "N", "C", "C", "C", "C", "C", "C", "H", "H", "H", "H", "H", "H", "H", "H", "H", "H"], "coordinates": [[-0.412879, -1.411033, -2.647288], [-1.219506, 1.385467, -3.792630], [-1.834361, 1.106740, 2.214977], [0.165730, 0.280354, 1.862964], [-0.888376, 0.827643, 1.537976], [-2.260141, 1.998385, -1.407278], [-1.605015, 0.952758, -2.212916], [1.042016, -1.847584, 1.363524], [2.606920, 0.093969, 1.662449], [-1.258083, -0.215865, -1.723153], [1.163357, -0.438941, 1.562675], [1.915577, -2.403701, 1.261159], [3.225656, -0.819493, 2.043894], [-1.491986, -0.539672, -0.686950], [0.687328, -2.132040, 0.345693], [-3.390930, 2.100113, -1.589625], [-2.096932, 1.739068, -0.477152], [0.383426, -2.432671, 2.043475], [3.092641, 0.333196, 0.696908], [-1.720506, 3.023167, -1.593830], [2.716545, 0.984193, 2.231885]], "forces_ev_per_a": [[-0.049, -0.033, 0.158], [0.231, 0.292, -1.384], [-1.911, 1.921, 1.643], [1.705, 3.174, 2.836], [-0.737, -3.044, -2.926], [-1.246, 3.216, -4.373], [-0.169, 0.233, 0.171], [-2.367, -2.914, -2.324], [0.508, -2.711, 0.183], [0.082, -1.274, 0.989], [2.663, 0.409, -0.805], [2.118, -0.448, 0.630], [-0.739, 1.968, -0.236], [0.187, 0.452, -0.915], [-0.620, 0.502, 0.253], [1.746, -0.060, 0.044], [0.416, -0.970, 5.008], [0.234, 0.841, -0.126], [-0.773, -0.267, -0.004], [-1.219, -1.845, 0.273], [-0.059, 0.558, 0.904]]}



# 4
{"formula": "C6H10ClN", "method": "ωB97M-V with the def2-TZVPD basis set", "energy_ev": -20389.7894, "homo_energy_ev": [-7.80, -7.80], "e_above_lowest_ev": 6.681, "homo_lumo_gap_ev": [6.731, 6.732], "e_lumo_ev": [-1.07, -1.07], "elements": ["Cl", "N", "C", "C", "C", "C", "C", "C", "H", "H", "H", "H", "H", "H", "H", "H", "H", "H"], "coordinates": [[4.184468, 0.367898, -0.016066], [2.594131, 0.926064, 0.550688], [0.418496, 0.634683, -1.251323], [1.332495, -1.820042, -0.346742], [-2.411793, 0.943722, 1.119945], [-0.181621, 0.456981, 0.135146], [0.707569, -0.507552, -0.392093], [-1.659119, 0.371554, 0.201866], [2.689684, 0.795314, 1.589420], [1.120194, 1.473704, -1.481321], [1.163193, -2.409047, 0.607966], [1.157588, -2.577806, -1.167241], [-0.221454, 0.248117, -2.162009], [-3.479666, 0.906226, 0.921920], [0.161695, 1.341615, 0.807503], [2.497152, -1.726594, -0.409113], [-2.190509, 1.624608, 1.934018], [-2.206881, -0.341328, -0.541722]], "forces_ev_per_a": [[-1.163, 0.078, 0.374], [-0.299, -0.994, -0.056], [-0.560, -1.168, -2.627], [1.729, -2.303, 0.607], [-1.520, 0.748, -0.387], [-1.470, 3.372, 1.053], [3.828, 1.069, 0.539], [-0.563, -2.287, -0.659], [-0.097, -0.149, -0.988], [-0.499, -1.057, 0.392], [-0.087, 1.000, -0.948], [-0.364, 1.237, 0.411], [0.975, 1.112, 1.697], [-0.054, -0.303, 0.321], [-0.065, -1.995, -0.752], [-1.746, 0.352, 0.031], [0.779, -0.200, -0.128], [1.178, 1.486, 1.121]]}



# 5
{"formula": "C6H10ClNO2", "method": "ωB97M-V with the def2-TZVPD basis set", "energy_ev": -24490.6273, "homo_energy_ev": -9.74, "e_above_lowest_ev": 1.158, "homo_lumo_gap_ev": 10.470, "smiles": "CN1[C@@H]2CC[C@H]1OC2=O.Cl", "e_lumo_ev": 0.73, "elements": ["Cl", "O", "O", "N", "C", "C", "C", "C", "C", "C", "H", "H", "H", "H", "H", "H", "H", "H", "H", "H"], "coordinates": [[1.948838, -0.169384, 3.785312], [0.689234, 0.112864, 0.988685], [-1.351992, 0.506830, 2.136342], [-0.112188, -0.684009, -0.902993], [-0.224913, -2.107237, -0.494997], [0.941129, 0.008444, -0.369209], [-0.788611, 0.273867, 1.107730], [-1.168875, 0.078966, -0.415127], [0.661040, 1.399370, -0.998660], [-0.833007, 1.519219, -0.965205], [1.126885, 1.435556, -1.948322], [-1.238720, 2.207705, -0.233253], [1.902522, -0.540767, -0.616173], [0.011163, -2.387070, 0.609540], [0.486778, -2.574257, -1.172966], [1.142066, 2.028532, -0.262892], [-1.208075, 1.625231, -1.978749], [-1.267673, -2.517719, -0.491260], [-2.137890, -0.342790, -0.436224], [1.422289, 0.126652, 2.658422]], "forces_ev_per_a": [[0.260, -0.086, 0.522], [-1.742, 0.660, 2.622], [0.983, -0.292, -1.525], [-2.510, -4.042, -1.120], [0.137, -0.565, 1.432], [2.103, 0.368, -1.687], [1.259, -0.506, -0.085], [-0.347, 2.306, 2.122], [1.864, -0.188, 1.948], [-0.978, -1.492, 0.072], [0.271, 0.411, -0.958], [0.025, 0.638, -0.474], [-0.799, 1.098, 0.723], [0.334, 1.012, -1.559], [-0.398, -0.882, 0.268], [0.237, 0.921, -0.401], [-0.416, 0.258, 0.168], [0.839, 0.566, -1.091], [-1.028, -0.209, -0.655], [-0.096, 0.025, -0.321]]}



Copy entry 3 word for word.
{"formula": "C6H10Cl2N2O", "method": "ωB97M-V with the def2-TZVPD basis set", "energy_ev": -36449.1741, "homo_energy_ev": [-6.04, -9.24], "e_above_lowest_ev": 1.945, "homo_lumo_gap_ev": [6.404, 7.680], "multiplicity": 3, "e_lumo_ev": [0.36, -1.56], "elements": ["Cl", "Cl", "O", "N", "N", "C", "C", "C", "C", "C", "C", "H", "H", "H", "H", "H", "H", "H", "H", "H", "H"], "coordinates": [[-0.412879, -1.411033, -2.647288], [-1.219506, 1.385467, -3.792630], [-1.834361, 1.106740, 2.214977], [0.165730, 0.280354, 1.862964], [-0.888376, 0.827643, 1.537976], [-2.260141, 1.998385, -1.407278], [-1.605015, 0.952758, -2.212916], [1.042016, -1.847584, 1.363524], [2.606920, 0.093969, 1.662449], [-1.258083, -0.215865, -1.723153], [1.163357, -0.438941, 1.562675], [1.915577, -2.403701, 1.261159], [3.225656, -0.819493, 2.043894], [-1.491986, -0.539672, -0.686950], [0.687328, -2.132040, 0.345693], [-3.390930, 2.100113, -1.589625], [-2.096932, 1.739068, -0.477152], [0.383426, -2.432671, 2.043475], [3.092641, 0.333196, 0.696908], [-1.720506, 3.023167, -1.593830], [2.716545, 0.984193, 2.231885]], "forces_ev_per_a": [[-0.049, -0.033, 0.158], [0.231, 0.292, -1.384], [-1.911, 1.921, 1.643], [1.705, 3.174, 2.836], [-0.737, -3.044, -2.926], [-1.246, 3.216, -4.373], [-0.169, 0.233, 0.171], [-2.367, -2.914, -2.324], [0.508, -2.711, 0.183], [0.082, -1.274, 0.989], [2.663, 0.409, -0.805], [2.118, -0.448, 0.630], [-0.739, 1.968, -0.236], [0.187, 0.452, -0.915], [-0.620, 0.502, 0.253], [1.746, -0.060, 0.044], [0.416, -0.970, 5.008], [0.234, 0.841, -0.126], [-0.773, -0.267, -0.004], [-1.219, -1.845, 0.273], [-0.059, 0.558, 0.904]]}